Below is a 13-piece molecular cluster, C63H148N4O13 overall, with properties calculated with ωB97M-V with the def2-TZVPD basis set.

Values from the calculation:
Lowest unoccupied orbital energy: 0.45 eV
HOMO level: -7.876 eV
DFT total energy: -100305.576 eV
Energy above the lowest of the compared OMol25 structures with the same formula, charge and spin: 0.000 eV

Last column: Löwdin charge in e.
CARTESIAN COORDINATES (ANGSTROEM)
C -20.28 8.01 -6.06  -0.0471
C -19.82 9.25 -5.30  -0.4679
C -19.88 9.02 -3.79  -0.0456
O -18.48 9.49 -5.70  -0.0700
H -19.50 7.69 -6.76  0.0643
H -21.03 8.18 -6.84  0.0767
H -20.64 7.21 -5.42  0.0824
H -20.48 10.09 -5.54  0.1206
H -19.30 9.72 -3.18  0.0698
H -19.54 8.01 -3.55  0.0662
H -20.92 9.11 -3.46  0.0841
H -18.24 10.42 -5.56  0.0606
C -12.44 10.69 1.63  -0.0530
C -13.50 10.97 0.58  -0.4785
C -14.37 9.77 0.26  -0.0524
O -14.44 11.99 1.04  -0.0885
H -12.78 10.48 2.65  0.0817
H -11.73 11.52 1.71  0.0682
H -11.82 9.87 1.25  0.0737
H -13.03 11.42 -0.30  0.1102
H -13.73 8.94 -0.06  0.0715
H -15.14 10.02 -0.47  0.0492
H -14.80 9.43 1.20  0.0890
H -13.92 12.82 1.05  0.0365
C -13.67 15.41 -0.81  -0.0444
C -13.04 15.64 0.55  -0.4734
C -13.83 16.56 1.44  -0.0649
O -12.93 14.34 1.16  -0.0724
H -13.77 16.36 -1.34  0.0872
H -14.66 14.98 -0.59  0.0929
H -13.10 14.70 -1.40  0.0660
H -12.05 16.09 0.37  0.1390
H -13.84 17.63 1.24  0.0820
H -13.47 16.52 2.48  0.0774
H -14.89 16.29 1.54  0.0869
H -12.51 14.46 2.02  0.1035
C -18.63 14.26 -3.71  -0.0422
C -19.27 12.92 -4.08  -0.4300
C -20.79 13.02 -4.14  -0.0361
O -18.80 12.57 -5.41  -0.0970
H -18.63 14.92 -4.59  0.0865
H -17.57 14.14 -3.49  0.0562
H -19.08 14.82 -2.89  0.0819
H -18.87 12.15 -3.42  0.1180
H -21.18 12.02 -4.30  0.0703
H -21.13 13.59 -5.02  0.0759
H -21.27 13.53 -3.31  0.0837
H -19.38 12.95 -6.09  0.0538
C -20.01 13.77 -9.97  -0.0552
C -19.35 13.52 -8.64  -0.4691
C -18.03 14.27 -8.47  -0.0497
O -20.23 13.85 -7.55  -0.0664
H -19.29 13.47 -10.74  0.0782
H -20.16 14.83 -10.20  0.0877
H -20.90 13.15 -10.12  0.0793
H -19.11 12.46 -8.55  0.1198
H -17.34 14.07 -9.29  0.0896
H -17.53 13.97 -7.55  0.0559
H -18.21 15.35 -8.42  0.0848
H -20.72 14.66 -7.75  0.1028
C -9.60 9.16 -3.01  -0.0457
C -10.29 9.82 -1.81  -0.4692
C -10.15 11.33 -1.77  -0.0352
O -11.70 9.52 -1.90  -0.0870
H -10.08 9.48 -3.93  0.0687
H -9.56 8.08 -2.89  0.0780
H -8.57 9.53 -3.02  0.0798
H -9.92 9.43 -0.86  0.1308
H -10.36 11.74 -0.79  0.0712
H -10.87 11.73 -2.48  0.0756
H -9.12 11.57 -2.04  0.0807
H -11.83 8.59 -2.09  0.0871
C -9.72 11.57 -7.61  -0.0547
C -9.18 11.94 -8.98  -0.5034
C -8.51 13.30 -9.04  -0.0598
O -8.31 10.96 -9.53  -0.0543
H -8.96 11.21 -6.92  0.0881
H -10.44 10.74 -7.69  0.0602
H -10.25 12.38 -7.12  0.0586
H -10.05 12.04 -9.65  0.1304
H -8.19 13.47 -10.07  0.0774
H -7.63 13.40 -8.39  0.0813
H -9.21 14.09 -8.76  0.0650
H -8.44 10.11 -9.06  0.0460
C -12.78 6.66 -10.77  -0.0436
C -12.56 8.15 -10.88  -0.4425
C -13.27 8.99 -9.82  -0.0438
O -11.17 8.53 -10.67  -0.0795
H -13.55 6.33 -11.47  0.0740
H -13.04 6.39 -9.75  0.0671
H -11.92 6.09 -11.14  0.0813
H -12.85 8.51 -11.88  0.1355
H -13.08 10.05 -10.02  0.0870
H -12.82 8.85 -8.83  0.0643
H -14.35 8.86 -9.82  0.0535
H -10.66 8.28 -11.46  0.1062
C -10.62 7.03 -7.28  -0.0546
C -9.19 7.39 -7.68  -0.4582
C -8.54 6.15 -8.30  -0.0517
O -9.19 8.47 -8.60  -0.0825
H -11.27 7.90 -7.11  0.0647
H -10.63 6.35 -6.43  0.0774
H -11.14 6.53 -8.11  0.0698
H -8.68 7.73 -6.77  0.1379
H -7.47 6.33 -8.47  0.0795
H -8.96 5.99 -9.30  0.0793
H -8.66 5.24 -7.71  0.0794
H -9.85 8.29 -9.30  0.0656
C -16.13 8.38 -12.19  -0.0262
C -17.40 8.25 -11.35  -0.4977
C -17.20 9.21 -10.14  -0.1347
C -18.47 9.65 -9.44  -0.1589
C -19.42 10.24 -10.47  -0.1405
C -19.78 9.26 -11.59  -0.5120
N -18.54 8.68 -12.15  -0.1094
O -18.79 7.89 -13.30  -0.0123
C -20.76 8.22 -11.04  -0.0160
C -20.38 10.08 -12.72  -0.0453
C -17.56 6.81 -10.82  -0.0139
H -15.98 9.40 -12.55  0.0952
H -16.20 7.80 -13.12  0.0865
H -15.31 7.95 -11.61  0.0533
H -16.62 8.62 -9.41  0.0916
H -16.43 9.94 -10.40  0.1095
H -18.36 10.29 -8.57  0.0942
H -18.88 8.72 -9.02  0.0950
H -18.92 11.11 -10.90  0.1139
H -20.36 10.57 -10.02  0.1207
H -20.91 7.39 -11.75  0.0796
H -20.47 7.75 -10.11  0.0693
H -21.74 8.70 -10.98  0.0904
H -21.09 10.85 -12.39  0.0838
H -19.65 10.69 -13.26  0.0917
H -20.87 9.48 -13.49  0.0823
H -17.76 6.21 -11.71  0.0826
H -18.36 6.68 -10.10  0.0756
H -16.66 6.53 -10.27  0.0631
H -19.30 7.13 -12.98  0.0867
C -10.96 15.53 -6.12  -0.0497
C -11.91 16.74 -6.20  -0.5156
C -11.68 17.30 -7.62  -0.1295
C -12.75 18.33 -7.95  -0.1870
C -14.14 17.72 -7.81  -0.1345
C -14.40 17.12 -6.41  -0.5088
N -13.27 16.23 -6.10  -0.0777
O -13.45 15.56 -4.87  -0.0379
C -14.61 18.27 -5.43  -0.0282
C -15.67 16.27 -6.52  -0.0357
C -11.42 17.70 -5.11  -0.0236
H -11.17 14.83 -6.93  0.0653
H -11.04 15.01 -5.16  0.0814
H -9.91 15.78 -6.26  0.0862
H -10.71 17.79 -7.61  0.1236
H -11.79 16.45 -8.30  0.1211
H -12.65 18.67 -8.98  0.1106
H -12.61 19.21 -7.32  0.1044
H -14.21 16.91 -8.55  0.1202
H -14.86 18.51 -8.02  0.1212
H -13.85 19.05 -5.41  0.0598
H -15.55 18.78 -5.68  0.0853
H -14.67 17.88 -4.41  0.0856
H -16.57 16.79 -6.82  0.0861
H -15.48 15.52 -7.28  0.0748
H -15.83 15.79 -5.55  0.0759
H -10.35 17.84 -5.22  0.0836
H -11.65 17.28 -4.13  0.0840
H -11.93 18.67 -5.12  0.0592
H -13.92 14.74 -5.09  0.0445
C -16.10 6.60 -7.44  -0.0436
C -15.76 5.80 -6.18  -0.5092
C -14.22 5.91 -6.06  -0.1486
C -13.71 5.36 -4.75  -0.1686
C -14.40 6.13 -3.61  -0.1337
C -15.94 6.11 -3.66  -0.5020
N -16.33 6.46 -5.03  -0.0882
O -17.74 6.49 -5.12  -0.0239
C -16.47 4.78 -3.11  -0.0118
C -16.36 7.28 -2.74  -0.0205
C -16.13 4.31 -6.41  -0.0123
H -15.58 6.41 -8.37  0.0688
H -15.95 7.66 -7.18  0.0827
H -17.18 6.62 -7.68  0.0788
H -13.76 5.45 -6.93  0.1180
H -13.97 6.97 -6.13  0.1086
H -12.64 5.52 -4.66  0.1031
H -13.93 4.29 -4.65  0.1016
H -13.97 7.14 -3.58  0.1032
H -14.12 5.64 -2.67  0.1198
H -16.00 3.95 -3.64  0.0643
H -16.18 4.75 -2.06  0.0870
H -17.53 4.68 -3.31  0.0836
H -16.30 8.19 -3.34  0.0658
H -17.41 7.17 -2.48  0.0767
H -15.72 7.39 -1.87  0.0814
H -15.65 3.61 -5.73  0.0613
H -15.90 4.09 -7.45  0.0831
H -17.20 4.19 -6.19  0.0858
H -17.90 7.44 -5.27  0.0618
C -15.99 11.43 -2.88  -0.0005
C -14.80 11.63 -3.80  -0.4873
C -14.00 10.31 -3.77  -0.1311
C -12.93 10.14 -4.84  -0.1637
C -13.61 10.36 -6.18  -0.1437
C -14.34 11.68 -6.34  -0.4966
N -15.17 11.89 -5.18  -0.0711
O -15.96 13.07 -5.28  -0.0220
C -13.36 12.83 -6.59  -0.0131
C -15.21 11.51 -7.58  -0.0168
C -13.90 12.71 -3.20  -0.0170
H -16.73 10.79 -3.38  0.0812
H -16.52 12.36 -2.67  0.0751
H -15.66 10.92 -1.98  0.0607
H -13.62 10.12 -2.76  0.0961
H -14.70 9.49 -3.96  0.1033
H -12.41 9.18 -4.83  0.0977
H -12.12 10.88 -4.71  0.1042
H -14.26 9.51 -6.41  0.1100
H -12.86 10.20 -6.97  0.0977
H -12.75 13.12 -5.73  0.0632
H -12.68 12.52 -7.38  0.0836
H -13.89 13.73 -6.93  0.0717
H -16.02 10.79 -7.37  0.0847
H -15.79 12.40 -7.84  0.0678
H -14.70 11.12 -8.46  0.0732
H -14.38 13.68 -3.36  0.0758
H -12.95 12.78 -3.73  0.0726
H -13.69 12.58 -2.14  0.0737
H -16.87 12.71 -5.28  0.0592